1.
Computed, not measured: C44H34AsCoN6O3S as an isolated structure, with ωB97M-V with the def2-TZVPD basis set.

```
90
Properties=species:S:1:pos:R:3:forces:R:3:lowdin_spin:R:1
Co -0.27239 0.19369 0.10499 0.0 0.4 -0.2 0.93
C 1.98737 0.46844 -2.13397 0.0 -0.1 0.0 0.00
C 2.52981 0.36821 -0.74160 0.0 0.0 0.0 0.00
C 3.89411 0.47987 -0.47852 0.0 0.0 0.0 0.00
C 4.34521 0.43248 0.82246 0.0 0.0 0.0 0.00
C 3.43292 0.25026 1.85856 0.0 0.0 0.0 0.00
C 2.09955 0.14294 1.54347 0.0 0.0 0.0 0.00
N 1.66120 0.21851 0.26075 0.1 0.0 0.0 -0.01
C 1.00839 -0.05991 2.52691 0.0 0.0 0.0 0.00
C 1.10141 -0.22427 3.89934 0.0 0.0 0.0 0.00
C -0.07090 -0.43597 4.61408 0.0 0.0 0.0 0.00
C -1.30319 -0.48248 3.97078 0.0 0.0 0.0 0.00
C -1.32580 -0.30957 2.59870 0.0 0.0 0.0 0.00
N -0.18610 -0.10180 1.94064 0.0 -0.2 0.3 0.01
C -2.49252 -0.31816 1.68267 0.1 0.0 0.0 0.00
C -3.80214 -0.48878 2.06554 0.0 0.0 0.0 0.00
C -4.78894 -0.43427 1.08381 0.0 0.0 0.0 0.00
C -4.43390 -0.21339 -0.23105 0.0 0.0 0.0 0.00
C -3.09026 -0.05370 -0.56559 0.0 0.0 0.0 0.00
C -2.63504 0.22795 -1.96250 0.0 0.1 0.0 0.00
N -2.15491 -0.10946 0.38455 -0.2 0.0 0.1 -0.01
H 2.58455 -0.13471 -2.81440 0.0 0.0 0.0 0.00
H 2.01530 1.50018 -2.48960 0.0 0.0 0.0 0.00
H 0.95705 0.10569 -2.19210 0.0 0.0 0.0 0.00
H 4.58140 0.61826 -1.30140 0.0 0.0 0.0 0.00
H 5.39963 0.53590 1.03842 0.0 0.0 0.0 0.00
H 3.76104 0.20516 2.88672 0.0 0.0 0.0 0.00
H 2.05654 -0.19345 4.40275 0.0 0.0 0.0 0.00
H -0.02441 -0.56751 5.68626 0.0 0.0 0.0 0.00
H -2.21191 -0.65443 4.52877 0.0 0.0 0.0 0.00
H -4.05548 -0.65472 3.10235 0.0 0.0 0.0 0.00
H -5.82842 -0.56445 1.35224 0.0 0.0 0.0 0.00
H -5.18308 -0.16256 -1.00849 0.0 0.0 0.0 0.00
H -3.31613 -0.20523 -2.69119 0.0 0.0 0.0 0.00
H -1.64502 -0.19834 -2.14942 0.0 0.0 0.0 0.00
H -2.58935 1.30674 -2.12860 0.0 0.0 0.0 0.00
O 2.48032 10.14884 -0.77511 0.1 0.0 0.0 0.00
S 2.60893 8.88190 -0.09815 0.0 0.0 -0.1 0.00
O 3.16892 7.80077 -0.88951 0.0 0.1 0.0 0.00
O 3.06157 8.92935 1.28035 0.0 0.0 0.0 0.00
C 0.89341 8.33483 0.15479 -0.2 -0.1 0.0 0.00
N -0.06141 9.21111 0.49014 0.0 0.0 0.0 0.00
C -1.26334 8.72045 0.73899 0.0 0.1 0.0 0.00
C -1.56474 7.36246 0.66786 0.0 -0.1 0.0 0.00
C -0.51039 6.54592 0.30604 0.0 -0.1 0.0 0.00
N 0.69668 7.02682 0.05147 0.0 0.1 0.0 0.00
C -0.56872 5.06472 0.18094 0.0 0.1 0.0 0.00
C 0.58310 4.40801 -0.25361 0.0 0.0 -0.1 0.00
C 0.58424 3.04029 -0.34818 0.0 0.0 0.0 0.00
N -0.47207 2.26608 -0.03870 0.0 -0.2 -0.1 0.03
C -1.58294 2.90319 0.36747 0.0 0.0 0.0 0.00
C -1.67412 4.27515 0.48383 0.0 0.0 0.0 0.00
H -2.02804 9.44004 1.01194 0.0 0.0 0.0 0.00
H -2.55773 6.99638 0.88718 0.0 0.0 0.0 0.00
H 1.45811 4.99773 -0.49860 0.0 0.0 0.0 0.00
H 1.48015 2.53636 -0.67267 0.0 0.0 0.0 0.00
H -2.43573 2.28944 0.62267 0.0 0.0 0.0 0.00
H -2.59989 4.71272 0.83016 0.0 0.0 0.0 0.00
C -0.91332 -7.80526 0.90827 0.0 0.0 0.0 0.00
C 0.32530 -7.38171 0.45206 0.0 0.0 0.0 0.00
C 0.59138 -6.02656 0.29771 0.0 -0.1 0.0 0.00
C -0.38923 -5.09423 0.60679 0.0 0.1 0.1 0.01
C -1.62646 -5.51882 1.08194 0.0 0.0 0.0 0.00
C -1.89150 -6.87191 1.22374 0.0 0.0 0.0 0.00
As -0.13685 -3.16882 0.40042 0.0 -0.1 -0.1 0.01
C -0.89015 -2.99368 -1.38584 0.0 0.1 0.0 0.00
C -2.23385 -2.98728 -1.72922 0.0 -0.1 0.0 0.00
C -2.59928 -2.87519 -3.06412 0.0 -0.1 0.0 0.00
C -1.62132 -2.74432 -4.04448 0.0 0.0 0.0 0.00
C -0.27629 -2.75206 -3.70451 0.0 0.0 0.0 0.00
C 0.09970 -2.89306 -2.37135 0.0 0.0 0.0 0.00
C 1.48597 -2.99253 -1.86393 0.0 0.0 0.0 0.00
C 2.64139 -2.99369 -2.63979 0.0 0.1 0.0 0.00
C 3.88289 -3.10237 -2.03079 0.0 0.0 0.0 0.00
C 3.98482 -3.20542 -0.64711 0.0 0.0 0.0 0.00
C 2.83687 -3.21258 0.13442 0.0 0.0 0.0 0.00
C 1.59362 -3.11842 -0.47454 0.0 0.0 0.1 0.00
H -1.11646 -8.86135 1.02235 0.0 0.0 0.0 0.00
H 1.09029 -8.10692 0.20823 0.0 0.0 0.0 0.00
H 1.55905 -5.71346 -0.07313 0.0 0.0 0.0 0.00
H -2.39091 -4.79494 1.34562 0.0 0.0 0.0 0.00
H -2.85730 -7.19792 1.58635 0.0 0.0 0.0 0.00
H -2.99819 -3.08766 -0.96592 0.0 0.0 0.0 0.00
H -3.64479 -2.89482 -3.34396 0.0 0.0 0.0 0.00
H -1.90925 -2.65180 -5.08311 0.0 0.0 0.0 0.00
H 0.47188 -2.67196 -4.48302 0.0 0.0 0.0 0.00
H 2.57799 -2.92416 -3.71867 0.0 0.0 0.0 0.00
H 4.77793 -3.11907 -2.63863 0.0 0.0 0.0 0.00
H 4.95759 -3.29990 -0.18231 0.0 0.0 0.0 0.00
H 2.91659 -3.31778 1.21086 0.0 0.0 0.0 0.00
```
Forces are in eV/Å.

Output
- 2S+1: 2
- Largest force on an atom: 0.5 eV Å⁻¹
- DFT total energy: -6267.907704 hartree
- Net charge: +1



2.
Computed, not measured: C44H34Cl2CrI2NO4P as an isolated structure, with ωB97M-V with the def2-TZVPD basis set.

```
89
Properties=species:S:1:pos:R:3:forces:R:3:lowdin_spin:R:1
Cr 0.53881 0.28584 -0.18519 -0.1 -0.7 -0.2 3.72
I -4.25218 -0.83801 0.86910 0.1 0.0 0.0 0.00
C -2.70633 -2.23537 0.90393 -0.1 -0.2 0.0 0.01
C -2.97793 -3.56058 1.29791 0.0 0.3 -0.1 0.00
C -1.98731 -4.49836 1.32108 0.2 -0.1 0.0 0.01
I -2.46497 -6.43680 1.94740 -0.1 -0.1 -0.2 0.00
C -0.66263 -4.15436 0.94687 0.1 0.0 -0.1 0.00
C 0.42444 -5.05748 0.87254 -0.1 0.0 0.0 0.00
C 1.65560 -4.61201 0.49689 0.2 0.1 -0.1 0.00
C 1.83412 -3.23584 0.23826 0.1 -0.1 0.0 0.01
N 0.86325 -2.36753 0.30895 -0.4 0.0 -0.4 0.02
C -0.38973 -2.80958 0.60354 0.2 0.0 -0.1 0.00
C -1.43295 -1.81025 0.54994 0.2 -0.1 -0.1 0.00
O -1.15059 -0.59629 0.22902 -0.5 0.1 0.0 0.03
H -3.98402 -3.83187 1.58712 0.0 0.0 0.0 0.00
H 0.26229 -6.10448 1.10133 0.0 0.1 0.0 0.00
H 2.49162 -5.29570 0.40456 0.0 0.1 0.0 0.00
H 2.81670 -2.84559 -0.02402 -0.1 -0.1 0.0 0.00
Cl -1.07333 1.92659 -2.09899 0.0 0.1 -0.1 0.03
C -1.75793 3.30614 -1.29468 0.0 -0.1 0.0 0.00
C -2.67002 4.06372 -2.01629 0.0 0.0 -0.1 0.00
C -3.24959 5.17403 -1.43044 0.0 0.0 0.0 0.00
C -2.91367 5.52643 -0.12841 0.0 0.0 0.0 0.00
C -2.00641 4.75573 0.57841 0.0 0.0 0.0 0.00
C -1.40966 3.62380 0.01565 0.0 -0.1 0.0 0.00
P -0.18925 2.62151 0.96656 0.0 0.5 0.0 0.02
C -0.87218 2.81924 2.65965 -0.1 -0.1 -0.1 0.00
C -2.15999 2.31349 2.85462 0.0 -0.1 -0.1 0.00
C -2.78110 2.40973 4.08851 0.0 0.0 0.0 0.00
C -2.11684 3.00425 5.15587 0.0 0.0 0.0 0.00
C -0.83104 3.49069 4.97716 0.0 0.0 -0.1 0.00
C -0.20932 3.40218 3.73315 0.0 0.0 0.1 0.00
C 1.26462 3.74787 0.94791 0.0 -0.1 0.0 0.00
C 2.40750 3.35730 1.65148 0.0 -0.1 0.0 0.00
C 3.55301 4.13479 1.63072 0.0 0.1 0.0 0.00
C 3.58809 5.30843 0.88150 0.0 -0.1 0.0 0.00
C 2.47028 5.69104 0.15946 -0.1 -0.1 0.0 0.00
C 1.31255 4.91480 0.19434 0.1 0.1 0.0 0.00
H -2.91580 3.77546 -3.03119 0.0 0.0 0.1 0.00
H -3.96669 5.76186 -1.99038 0.0 0.0 0.0 0.00
H -3.35574 6.40071 0.33291 0.0 0.0 0.0 0.00
H -1.74743 5.03654 1.59352 0.0 0.0 0.0 0.00
H -2.67587 1.82444 2.03131 0.0 0.0 0.1 0.00
H -3.78147 2.01339 4.21962 0.0 0.0 0.0 0.00
H -2.60165 3.08819 6.12110 0.0 0.0 0.0 0.00
H -0.30447 3.94827 5.80562 0.0 0.0 0.0 0.00
H 0.78963 3.79944 3.61308 0.0 0.0 0.0 0.00
H 2.40158 2.42018 2.19457 0.0 0.0 0.0 0.00
H 4.42829 3.81959 2.18770 -0.1 0.0 0.0 0.00
H 4.48643 5.91351 0.85595 0.0 0.0 0.0 0.00
H 2.48949 6.59718 -0.43588 0.0 -0.1 0.0 0.00
H 0.44956 5.23172 -0.37696 0.0 0.0 0.0 0.00
Cl 4.36398 0.64047 -6.52461 -0.1 -0.1 0.1 0.00
C 3.31487 0.31274 -5.16451 -0.1 -0.2 -0.2 0.00
C 2.30184 -0.67212 -5.29151 0.1 0.0 -0.1 0.00
C 1.45345 -0.94563 -4.26469 0.0 0.0 0.1 0.00
C 1.54332 -0.25363 -3.00944 0.2 0.0 -0.2 0.01
O 0.72595 -0.52376 -2.07906 -0.2 0.0 0.2 0.03
C 2.59327 0.71673 -2.90385 0.0 0.0 -0.1 0.01
C 2.81364 1.41485 -1.69655 0.1 0.0 -0.3 0.02
O 2.16696 1.28051 -0.64872 0.4 0.3 0.5 0.02
C 3.45756 0.98390 -3.99976 0.1 0.1 0.2 0.00
H 2.21448 -1.21335 -6.22655 0.0 0.0 0.0 0.00
H 0.67827 -1.69432 -4.36224 0.0 0.0 0.0 0.00
H 3.63607 2.14243 -1.67276 0.1 0.0 -0.1 0.00
H 4.23944 1.72996 -3.89115 -0.1 0.0 0.0 0.00
C -0.61857 -5.47293 4.98176 0.0 0.1 0.1 0.00
C 0.04092 -4.26716 4.37133 0.0 0.0 0.1 0.00
C 1.40264 -4.26894 4.08578 0.0 0.0 0.1 0.00
C 2.03212 -3.15887 3.54852 0.1 0.1 0.0 0.00
C 3.52766 -3.23551 3.30006 -0.2 0.0 0.1 0.00
C 1.25955 -2.01245 3.26019 0.1 0.0 0.2 0.00
C 1.92824 -0.90545 2.57804 0.4 -0.3 0.2 0.02
O 1.41069 0.03002 2.00034 -0.3 0.4 0.0 0.02
C -0.11289 -1.97433 3.58300 -0.1 0.0 0.1 0.00
C -0.95953 -0.74183 3.41844 0.1 0.0 0.1 0.00
C -0.69038 -3.11216 4.12606 0.0 0.0 0.1 0.00
H -0.08503 -6.38876 4.72854 0.0 0.0 0.0 0.00
H -1.65124 -5.56954 4.64480 0.1 0.0 0.1 0.00
H -0.63120 -5.38154 6.07102 0.0 0.0 0.0 0.00
H 1.98596 -5.16335 4.28337 0.0 0.0 0.0 0.00
H 3.87290 -4.26009 3.43385 0.0 0.0 0.0 0.00
H 4.07837 -2.60731 4.00630 0.0 0.0 -0.1 0.00
H 3.80356 -2.92430 2.29603 0.0 0.0 -0.1 0.00
H 3.02895 -0.96063 2.56061 0.0 0.0 0.1 0.00
H -0.52938 0.10037 3.96729 0.0 0.0 0.0 0.00
H -1.96507 -0.92460 3.79872 0.0 0.0 0.0 0.00
H -1.03479 -0.43246 2.37861 0.0 0.1 0.2 0.00
H -1.75083 -3.09477 4.35739 0.0 0.0 0.0 0.00
```
Forces are in eV/Å.

Output
- 2S+1: 5
- Largest force on an atom: 0.7 eV Å⁻¹
- DFT total energy: -4954.538070 hartree